Density functional theory data (ωB97M-V/def2-TZVPD) for a cluster of 16 separate species, C84H172N4O28S12 in total in a non-equilibrium geometry.

Last columns: bonded neighbours and bond lengths (Å).
Atoms and positions in Å:
1 H 6.898 7.411 4.199  C300 1.090
2 C 5.414 -4.133 -7.597  C40 1.568, H89 1.090, S103 1.880, H262 1.090
3 C 3.833 5.917 -7.895  C53 1.529, H169 1.090, H197 1.090, C274 1.501
4 H 5.781 8.579 3.565  C300 1.090
5 C -1.175 2.490 0.557  H106 1.090, H147 1.090, C221 1.581, H249 1.090
6 H -0.376 1.768 -2.113  C66 1.090
7 H 5.962 -14.483 1.484  C91 1.090
8 H -3.425 7.129 11.129  C204 1.090
9 H -3.297 12.829 4.621  C26 1.090
10 H -0.616 14.676 2.177  C272 1.090
11 S -9.254 -5.390 -0.204  O56 1.498, C142 1.852, O152 1.461, C270 1.891
12 H -12.065 2.888 4.279  C195 1.090
13 H -7.052 -5.603 -3.172  C241 1.090
14 H 9.099 -10.528 2.867  C231 1.090
15 H 0.375 -5.977 6.302  C108 1.090
16 O 2.347 9.212 -6.676  S74 1.446
17 C 12.066 -1.358 0.207  H23 1.090, H211 1.090, C232 1.578, C283 1.589
18 C 3.969 7.217 -5.781  S74 1.824, H135 1.090, H139 1.090, C274 1.545
19 H -4.866 4.776 9.782  C37 1.090
20 C 0.234 -9.274 -4.630  C141 1.562, H187 1.090, H214 1.090, H247 1.090
21 H 6.002 0.885 8.318  C186 1.090
22 C 0.966 -12.707 -6.387  C36 1.523, H68 1.090, C216 1.670, H217 1.090
23 H 11.604 -1.734 -0.706  C17 1.090
24 H -1.185 14.118 4.434  C242 1.090
25 H -0.568 -12.536 -3.943  C212 1.090
26 C -2.559 12.520 3.882  H9 1.090, H218 1.090, C242 1.510, C289 1.467
27 H 0.573 -5.293 8.636  C79 1.090
28 H 3.775 -4.219 -9.061  C40 1.090
29 O -0.481 0.317 2.231  H179 0.960, N200 1.379
30 H -5.435 -1.093 -8.684  C244 1.090
31 H -3.265 5.359 9.347  C37 1.090
32 H -3.233 4.001 13.189  C98 1.090
33 H 3.681 -12.940 -6.965  C134 1.090
34 C -4.447 1.379 -10.337  H101 1.090, H158 1.090, C252 1.546, S266 1.857
35 H -7.456 9.537 -5.652  C280 1.090
36 C -0.389 -12.104 -6.041  C22 1.523, C212 1.511, H248 1.090, H297 1.090
37 C -3.878 5.011 10.178  H19 1.090, H31 1.090, S92 1.786, C204 1.603
38 C 7.067 2.445 9.293  C104 1.521, H107 1.090, C186 1.588, H277 1.090
39 H 10.767 0.587 2.770  C73 1.090
40 C 4.745 -3.733 -8.957  C2 1.568, H28 1.090, H41 1.090, C144 1.530
41 H 5.403 -3.925 -9.804  C40 1.090
42 H 3.408 -10.834 -3.490  O271 0.960
43 H 2.471 7.026 4.213  C48 1.090
44 O -2.467 0.838 -8.555  S266 1.474
45 C -10.953 0.842 -4.508  H69 1.090, H149 1.090, S184 1.830, C256 1.573
46 H 0.114 -7.536 6.972  C108 1.090
47 C -4.550 12.612 2.543  H84 1.090, H110 1.090, H267 1.090, C289 1.498
48 C 3.368 6.885 4.815  H43 1.090, H172 1.090, C237 1.563, S269 1.862
49 H 8.629 -12.518 3.350  C194 1.090
50 S -3.966 8.567 -6.058  O124 1.446, O125 1.451, C202 1.892, C235 1.918
51 H 4.780 2.052 8.932  C186 1.090
52 H -3.865 11.063 -5.844  C235 1.090
53 C 3.163 7.211 -8.355  C3 1.529, S74 1.849, H164 1.090, H279 1.090
54 C -10.032 3.438 4.069  C131 1.556, H181 1.090, H185 1.090, C195 1.521
55 H -0.681 -6.427 9.008  C79 1.090
56 O -9.967 -6.553 0.414  S11 1.498
57 O -3.460 -6.274 8.396  S157 1.492
58 H 7.048 -7.841 1.446  C296 1.090
59 H 9.267 -9.620 1.416  C231 1.090
60 O 8.019 -3.203 -7.701  S103 1.493
61 S 5.772 0.407 10.523  C94 1.795, O137 1.460, O143 1.537, C186 1.833
62 H 6.582 -8.842 3.503  C127 1.090
63 H 4.939 5.325 -6.036  C274 1.090
64 H 0.957 1.843 -1.284  C66 1.090
65 C 0.821 -0.876 0.567  C160 1.567, N200 1.485, C238 1.581, C260 1.593
66 C 0.076 1.202 -1.298  H6 1.090, H64 1.090, C76 1.487, C221 1.571
67 H 2.679 -0.184 1.655  C260 1.090
68 H 0.944 -12.816 -7.471  C22 1.090
69 H -10.078 1.460 -4.308  C45 1.090
70 C 2.376 -10.665 -7.076  H154 1.090, H190 1.090, C216 1.545, H284 1.090
71 H -9.078 -6.823 -2.194  C270 1.090
72 H -7.413 -4.184 -2.070  C241 1.090
73 C 11.487 -0.059 2.269  H39 1.090, H140 1.090, S251 1.864, C283 1.546
74 S 3.526 8.459 -7.041  O16 1.446, C18 1.824, C53 1.849, O207 1.446
75 H 7.221 -11.110 4.531  C234 1.090
76 C 0.605 -0.088 -1.816  C66 1.487, H119 1.090, H213 1.090, C238 1.482
77 H -13.585 1.280 -7.030  C133 1.090
78 H -6.039 7.530 -5.907  C202 1.090
79 C -0.374 -5.689 8.268  H27 1.090, H55 1.090, C108 1.569, C165 1.518
80 C 7.219 -9.903 1.884  C127 1.535, C231 1.496, N268 1.459, C296 1.553
81 H -3.600 10.672 -7.452  C235 1.090
82 H -1.659 -3.949 8.852  C165 1.090
83 H 8.255 0.636 9.208  C104 1.090
84 H -5.203 12.463 3.403  C47 1.090
85 H -10.301 0.699 4.377  C258 1.090
86 H -6.008 9.572 -7.563  C228 1.090
87 O -10.202 2.593 7.297  S227 1.451
88 H 2.556 -1.913 1.383  C260 1.090
89 H 5.875 -5.102 -7.407  C2 1.090
90 C -3.350 10.513 3.194  H148 1.090, H155 1.090, H162 1.090, C289 1.483
91 C 6.163 -13.518 1.020  H7 1.090, H167 1.090, C276 1.565, H282 1.090
92 S -3.254 3.455 10.793  C37 1.786, C98 1.864, O111 1.480, O229 1.495
93 H 2.475 -0.222 -0.696  C238 1.090
94 C 7.415 0.848 11.094  S61 1.795, C104 1.525, H188 1.090, H203 1.090
95 H -2.079 -0.622 -0.844  C201 1.090
96 H 5.722 9.287 5.895  C290 1.090
97 H -14.248 1.691 -4.584  C240 1.090
98 C -2.582 4.236 12.347  H32 1.090, S92 1.864, C132 1.484, H275 1.090
99 H -12.797 0.443 -3.262  C256 1.090
100 H -12.135 1.987 -2.997  C256 1.090
101 H -4.828 2.386 -10.164  C34 1.090
102 H -11.775 4.170 5.380  C195 1.090
103 S 6.662 -2.769 -7.256  C2 1.880, O60 1.493, O105 1.487, C170 1.910
104 C 8.086 1.479 9.878  C38 1.521, H83 1.090, C94 1.525, H224 1.090
105 O 6.468 -2.112 -5.937  S103 1.487
106 H -1.688 3.043 -0.230  C5 1.090
107 H 7.316 3.024 8.404  C38 1.090
108 C -0.308 -6.531 6.946  H15 1.090, H46 1.090, C79 1.569, C206 1.566
109 H 8.783 -8.794 2.873  C231 1.090
110 H -5.063 12.138 1.706  C47 1.090
111 O -4.371 2.546 11.130  S92 1.480
112 H 7.214 -8.803 0.010  C296 1.090
113 C -0.368 12.576 0.263  H130 1.090, C245 1.485, H264 1.090, H286 1.090
114 H -9.056 0.525 5.695  C258 1.090
115 H -5.709 -5.451 -0.960  C215 1.090
116 O 4.363 6.849 2.268  S269 1.477
117 C -2.191 14.268 0.295  H146 1.090, H239 1.090, C245 1.607, H293 1.090
118 H -5.397 0.581 -12.087  C252 1.090
119 H -0.220 -0.735 -2.113  C76 1.090
120 H -6.212 10.402 -4.654  C280 1.090
121 H -1.747 -6.543 5.221  C206 1.090
122 H 5.638 -10.936 4.910  C234 1.090
123 H -3.629 -1.744 -8.827  C244 1.090
124 O -3.871 7.730 -7.233  S50 1.446
125 O -3.054 8.344 -4.950  S50 1.451
126 H 8.922 -12.943 1.677  C194 1.090
127 C 6.269 -9.799 3.085  H62 1.090, C80 1.535, C234 1.547, H298 1.090
128 H -2.328 6.313 13.018  C132 1.090
129 H 10.082 -0.652 0.635  C283 1.090
130 H 0.284 13.360 -0.121  C113 1.090
131 C -8.939 2.414 4.491  C54 1.556, H183 1.090, H196 1.090, C258 1.495
132 C -2.445 5.697 12.126  C98 1.484, H128 1.090, H163 1.090, C204 1.463
133 C -13.098 0.886 -6.138  H77 1.090, H166 1.090, S184 1.835, C240 1.539
134 C 3.489 -12.613 -5.943  H33 1.090, C216 1.548, H254 1.090, H299 1.090
135 H 2.990 6.891 -5.430  C18 1.090
136 H 11.875 0.544 -0.691  C232 1.090
137 O 5.774 -0.949 9.981  S61 1.460
138 H 3.408 9.077 4.951  C237 1.090
139 H 4.535 7.710 -4.991  C18 1.090
140 H 11.946 -0.572 3.115  C73 1.090
141 C 0.578 -10.726 -4.168  C20 1.562, C173 1.543, N178 1.514, C212 1.513
142 C -7.458 -5.439 0.244  S11 1.852, C215 1.518, H225 1.090, H246 1.090
143 O 4.786 0.871 11.607  S61 1.537
144 C 4.428 -2.246 -8.793  C40 1.530, C170 1.564, H205 1.090, H295 1.090
145 H -5.623 7.982 -4.259  C202 1.090
146 H -2.773 14.008 -0.589  C117 1.090
147 H -1.724 2.591 1.492  C5 1.090
148 H -2.387 10.036 3.375  C90 1.090
149 H -10.709 -0.173 -4.194  C45 1.090
150 H -2.781 0.123 0.400  C201 1.090
151 H -1.078 -3.953 7.229  C165 1.090
152 O -9.743 -4.041 0.072  S11 1.461
153 H 8.455 -11.654 0.166  O257 0.960
154 H 1.682 -9.826 -7.038  C70 1.090
155 H -3.863 9.858 2.489  C90 1.090
156 H -6.223 11.290 -7.032  C228 1.090
157 S -2.791 -5.534 7.288  O57 1.492, O161 1.452, C165 1.807, C206 1.858
158 H -3.561 1.555 -10.946  C34 1.090
159 C -4.769 -0.997 -10.639  H191 1.090, H236 1.090, C244 1.510, C252 1.559
160 C 0.026 -2.220 0.437  C65 1.567, H168 1.090, H176 1.090, H180 1.090
161 O -3.613 -4.701 6.428  S157 1.452
162 H -3.851 10.326 4.144  C90 1.090
163 H -1.528 5.949 11.593  C132 1.090
164 H 3.378 7.622 -9.342  C53 1.090
165 C -1.419 -4.616 8.024  C79 1.518, H82 1.090, H151 1.090, S157 1.807
166 H -13.289 -0.175 -5.979  C133 1.090
167 H 6.918 -13.740 0.265  C91 1.090
168 H -0.662 -2.237 1.282  C160 1.090
169 H 4.395 5.512 -8.737  C3 1.090
170 C 5.832 -1.610 -8.528  S103 1.910, C144 1.564, H220 1.090, H226 1.090
171 H 5.671 6.488 -6.952  C274 1.090
172 H 3.199 5.963 5.372  C48 1.090
173 C 0.559 -10.763 -2.626  C141 1.543, H182 1.090, H209 1.090, H255 1.090
174 N -2.410 11.923 1.501  O198 1.364, C245 1.480, C289 1.480
175 H 0.108 13.086 2.592  C272 1.090
176 H 0.652 -3.112 0.438  C160 1.090
177 O -12.012 1.073 6.375  S227 1.443
178 N 1.945 -11.168 -4.646  C141 1.514, C216 1.438, O271 1.436
179 H 0.136 0.908 2.669  O29 0.960
180 H -0.456 -2.159 -0.539  C160 1.090
181 H -9.616 4.434 4.222  C54 1.090
182 H -0.456 -10.604 -2.262  C173 1.090
183 H -8.429 2.118 3.574  C131 1.090
184 S -11.271 0.934 -6.307  C45 1.830, C133 1.835, O199 1.457, O287 1.479
185 H -10.247 3.411 3.001  C54 1.090
186 C 5.746 1.582 9.116  H21 1.090, C38 1.588, H51 1.090, S61 1.833
187 H 0.899 -8.552 -4.157  C20 1.090
188 H 7.302 1.747 11.700  C94 1.090
189 O 14.103 0.660 2.086  S251 1.490
190 H 3.382 -10.255 -6.995  C70 1.090
191 H -3.837 -1.003 -11.203  C159 1.090
192 H -13.006 2.787 -5.155  C240 1.090
193 H 13.649 0.067 -0.651  C232 1.090
194 C 8.199 -13.027 2.488  H49 1.090, H126 1.090, C276 1.570, H285 1.090
195 C -11.289 3.312 4.916  H12 1.090, C54 1.521, H102 1.090, S227 1.907
196 H -8.297 2.875 5.242  C131 1.090
197 H 3.071 5.178 -7.644  C3 1.090
198 O -2.980 11.324 0.416  N174 1.364, H259 0.960
199 O -10.958 2.266 -6.809  S184 1.457
200 N 0.007 0.309 0.941  O29 1.379, C65 1.485, C221 1.514
201 C -2.169 0.394 -0.460  H95 1.090, H150 1.090, C221 1.526, H292 1.090
202 C -5.678 8.348 -5.284  S50 1.892, H78 1.090, H145 1.090, C280 1.599
203 H 7.890 0.049 11.664  C94 1.090
204 C -3.622 6.079 11.345  H8 1.090, C37 1.603, C132 1.463, H253 1.090
205 H 4.095 -1.742 -9.701  C144 1.090
206 C -1.725 -6.692 6.300  C108 1.566, H121 1.090, S157 1.858, H288 1.090
207 O 4.740 9.178 -7.358  S74 1.446
208 H 3.361 8.384 6.551  C237 1.090
209 H 1.021 -11.673 -2.242  C173 1.090
210 C 5.829 -12.174 3.092  C234 1.534, H265 1.090, H273 1.090, C276 1.556
211 H 12.734 -2.105 0.635  C17 1.090
212 C -0.524 -11.667 -4.601  H25 1.090, C36 1.511, C141 1.513, H223 1.090
213 H 1.215 0.131 -2.693  C76 1.090
214 H -0.711 -8.895 -4.242  C20 1.090
215 C -6.714 -5.871 -1.006  H115 1.090, C142 1.518, C241 1.580, H294 1.090
216 C 2.231 -11.710 -5.947  C22 1.670, C70 1.545, C134 1.548, N178 1.438
217 H 1.138 -13.697 -5.964  C22 1.090
218 H -1.907 11.903 4.501  C26 1.090
219 O 12.335 2.328 1.309  S251 1.422
220 H 6.338 -1.595 -9.493  C170 1.090
221 C -0.861 1.061 -0.045  C5 1.581, C66 1.571, N200 1.514, C201 1.526
222 H -2.377 14.606 3.514  C242 1.090
223 H -1.519 -11.231 -4.686  C212 1.090
224 H 9.013 1.998 10.122  C104 1.090
225 H -7.103 -4.418 0.388  C142 1.090
226 H 5.862 -0.555 -8.254  C170 1.090
227 S -10.881 1.950 6.187  O87 1.451, O177 1.443, C195 1.907, C258 1.852
228 C -5.766 10.325 -6.813  H86 1.090, H156 1.090, C235 1.547, C280 1.553
229 O -2.143 3.095 9.861  S92 1.495
230 H 10.514 -1.945 1.727  C283 1.090
231 C 8.642 -9.714 2.305  H14 1.090, H59 1.090, C80 1.496, H109 1.090
232 C 12.682 0.050 -0.149  C17 1.578, H136 1.090, H193 1.090, S251 1.863
233 H -9.802 -5.265 -2.497  C270 1.090
234 C 6.261 -11.031 4.021  H75 1.090, H122 1.090, C127 1.547, C210 1.534
235 C -4.234 10.384 -6.612  S50 1.918, H52 1.090, H81 1.090, C228 1.547
236 H -5.382 -1.750 -11.134  C159 1.090
237 C 3.735 8.220 5.540  C48 1.563, H138 1.090, H208 1.090, C290 1.592
238 C 1.521 -0.728 -0.843  C65 1.581, C76 1.482, H93 1.090, H243 1.090
239 H -3.043 14.543 0.917  C117 1.090
240 C -13.198 1.753 -4.869  H97 1.090, C133 1.539, H192 1.090, C256 1.499
241 C -7.493 -5.258 -2.237  H13 1.090, H72 1.090, C215 1.580, C270 1.547
242 C -1.722 13.737 3.565  H24 1.090, C26 1.510, H222 1.090, C272 1.515
243 H 1.660 -1.749 -1.198  C238 1.090
244 C -4.458 -1.124 -9.167  H30 1.090, H123 1.090, C159 1.510, S266 1.899
245 C -1.525 13.031 1.076  C113 1.485, C117 1.607, N174 1.480, C272 1.580
246 H -7.348 -6.126 1.083  C142 1.090
247 H 0.151 -9.032 -5.690  C20 1.090
248 H -0.662 -11.245 -6.654  C36 1.090
249 H -0.268 3.057 0.762  C5 1.090
250 O 5.264 5.168 4.078  S269 1.465
251 S 12.795 0.991 1.456  C73 1.864, O189 1.490, O219 1.422, C232 1.863
252 C -5.406 0.375 -11.017  C34 1.546, H118 1.090, C159 1.559, H261 1.090
253 H -4.480 6.217 12.003  C204 1.090
254 H 4.316 -12.017 -5.557  C134 1.090
255 H 1.223 -9.995 -2.229  C173 1.090
256 C -12.290 1.252 -3.787  C45 1.573, H99 1.090, H100 1.090, C240 1.499
257 O 7.582 -11.351 -0.095  H153 0.960, N268 1.409
258 C -9.616 1.207 5.056  H85 1.090, H114 1.090, C131 1.495, S227 1.852
259 H -2.445 10.535 0.308  O198 0.960
260 C 1.984 -1.023 1.646  C65 1.593, H67 1.090, H88 1.090, H281 1.090
261 H -6.430 0.607 -10.724  C252 1.090
262 H 4.638 -3.895 -6.869  C2 1.090
263 O -4.853 1.121 -7.687  S266 1.471
264 H 0.333 11.935 0.797  C113 1.090
265 H 4.922 -11.805 2.613  C210 1.090
266 S -3.918 0.640 -8.717  C34 1.857, O44 1.474, C244 1.899, O263 1.471
267 H -4.514 13.687 2.368  C47 1.090
268 N 6.976 -11.146 1.160  C80 1.459, O257 1.409, C276 1.530
269 S 4.752 6.469 3.641  C48 1.862, O116 1.477, O250 1.465, C300 1.862
270 C -8.945 -5.753 -2.034  S11 1.891, H71 1.090, H233 1.090, C241 1.547
271 O 2.992 -10.306 -4.176  H42 0.960, N178 1.436
272 C -0.813 13.620 2.359  H10 1.090, H175 1.090, C242 1.515, C245 1.580
273 H 5.610 -13.118 3.590  C210 1.090
274 C 4.667 6.166 -6.673  C3 1.501, C18 1.545, H63 1.090, H171 1.090
275 H -1.724 3.624 12.625  C98 1.090
276 C 6.842 -12.453 1.944  C91 1.565, C194 1.570, C210 1.556, N268 1.530
277 H 6.850 3.238 10.009  C38 1.090
278 H 5.626 -8.686 0.805  C296 1.090
279 H 2.081 7.210 -8.222  C53 1.090
280 C -6.398 9.757 -5.513  H35 1.090, H120 1.090, C202 1.599, C228 1.553
281 H 1.477 -1.289 2.573  C260 1.090
282 H 5.204 -13.161 0.644  C91 1.090
283 C 10.898 -1.050 1.239  C17 1.589, C73 1.546, H129 1.090, H230 1.090
284 H 2.295 -11.069 -8.085  C70 1.090
285 H 8.073 -14.087 2.709  C194 1.090
286 H -0.747 11.995 -0.578  C113 1.090
287 O -10.859 -0.264 -7.071  S184 1.479
288 H -2.136 -7.693 6.434  C206 1.090
289 C -3.236 11.916 2.729  C26 1.467, C47 1.498, C90 1.483, N174 1.480
290 C 5.322 8.311 5.619  H96 1.090, C237 1.592, H291 1.090, C300 1.516
291 H 5.619 7.721 6.486  C290 1.090
292 H -2.830 0.992 -1.087  C201 1.090
293 H -1.628 15.182 0.105  C117 1.090
294 H -6.625 -6.957 -1.037  C215 1.090
295 H 3.713 -1.952 -8.025  C144 1.090
296 C 6.701 -8.758 0.971  H58 1.090, C80 1.553, H112 1.090, H278 1.090
297 H -1.040 -12.955 -6.238  C36 1.090
298 H 5.252 -9.522 2.809  C127 1.090
299 H 3.561 -13.458 -5.259  C134 1.090
300 C 5.882 7.790 4.310  H1 1.090, H4 1.090, S269 1.862, C290 1.516

Summary:
- Max |F|: 4.5 eV/Å
- Total energy: -10407.06803 hartree

Löwdin atomic charge list, values in e, 6 entries: atom 1 (H): 0.101, atom 2 (C): -0.192, atom 3 (C): -0.226, atom 4 (H): 0.094, atom 5 (C): -0.031, atom 6 (H): 0.118